{
  "formula": "C11H31KO8",
  "method": "the ωB97M-V functional and the def2-TZVPD basis",
  "total_charge": 0,
  "molar_mass_da": 330.459,
  "e_homo_ev": -8.91,
  "relative_energy_kcal_mol": 61.9,
  "species": ["K", "O", "C", "O", "O", "H", "C", "C", "O", "H", "H", "H", "H", "H", "H", "C", "C", "O", "H", "H", "H", "H", "H", "H", "C", "C", "O", "H", "H", "H", "H", "H", "H", "C", "C", "O", "H", "H", "H", "H", "H", "H", "C", "C", "O", "H", "H", "H", "H", "H", "H"],
  "positions_angstrom": [[-3.947, 2.063, -0.261], [-0.864, -1.233, 0.645], [-1.508, -0.100, 0.738], [-2.758, -0.161, 0.810], [-0.820, 0.921, 0.803], [-0.042, -0.798, 0.406], [-3.103, -2.130, -2.225], [-3.842, -1.210, -3.242], [-5.239, -1.184, -3.132], [-3.424, -1.885, -1.212], [-2.016, -2.088, -2.296], [-3.355, -3.150, -2.514], [-3.585, -1.497, -4.262], [-3.547, -0.163, -3.181], [-5.565, -0.368, -2.745], [-0.658, -4.337, 2.550], [-2.037, -4.157, 1.878], [-1.791, -3.977, 0.519], [0.087, -3.546, 2.463], [-0.150, -5.280, 2.342], [-0.814, -4.406, 3.626], [-2.430, -3.169, 2.118], [-2.735, -4.992, 1.937], [-1.592, -3.038, 0.520], [0.198, 5.184, -1.973], [-0.185, 4.720, -0.566], [-0.998, 3.520, -0.672], [-0.665, 5.505, -2.556], [0.680, 4.418, -2.580], [0.850, 6.057, -1.982], [-0.626, 5.583, -0.068], [0.742, 4.448, -0.062], [-0.555, 2.887, -0.102], [3.218, 1.720, 3.678], [2.561, 1.445, 2.384], [1.480, 0.647, 2.610], [3.779, 0.881, 4.089], [2.542, 2.033, 4.475], [4.005, 2.424, 3.407], [3.272, 1.095, 1.637], [2.212, 2.404, 2.001], [0.882, 0.793, 1.873], [2.776, -0.720, -0.706], [4.105, -0.466, -1.417], [4.234, -1.364, -2.593], [1.911, -0.662, -1.367], [2.488, 0.038, 0.023], [2.955, -1.671, -0.206], [4.866, -0.628, -0.653], [4.193, 0.581, -1.705], [4.819, -0.985, -3.253]]
}